{
  "formula": "C28H24N2O2Se2Te3W",
  "method": "ωB97M-V/def2-TZVPD",
  "lumo_ha": [-0.3065, -0.3064],
  "charge": 2,
  "homo_ev": [-13.25, -13.25],
  "e_above_lowest_kj_mol": 210.5,
  "orbital_gap_ev": [4.9, 4.9],
  "species": ["W", "O", "C", "C", "C", "C", "C", "C", "C", "N", "C", "C", "N", "C", "C", "C", "C", "C", "C", "C", "O", "H", "H", "H", "H", "H", "H", "H", "H", "H", "H", "H", "H", "H", "H", "Se", "Te", "Te", "Se", "Te", "C", "C", "C", "C", "C", "C", "C", "C", "C", "C", "C", "C", "H", "H", "H", "H", "H", "H", "H", "H", "H", "H"],
  "positions_angstrom": [[-1.381, -0.299, -0.232], [-1.810, -1.163, 1.397], [-3.040, -1.253, 1.988], [-3.577, -2.477, 2.326], [-4.830, -2.512, 2.923], [-5.535, -1.342, 3.198], [-4.972, -0.121, 2.879], [-3.727, -0.071, 2.252], [-3.089, 1.192, 1.950], [-2.074, 1.325, 1.176], [-1.447, 2.639, 1.066], [-1.363, 2.985, -0.392], [-1.021, 1.767, -1.154], [-0.919, 1.946, -2.424], [-0.700, 0.923, -3.419], [-0.830, 1.219, -4.779], [-0.665, 0.224, -5.722], [-0.343, -1.066, -5.302], [-0.177, -1.366, -3.957], [-0.360, -0.364, -3.027], [-0.218, -0.608, -1.699], [-3.018, -3.386, 2.148], [-5.259, -3.470, 3.188], [-6.505, -1.389, 3.669], [-5.495, 0.801, 3.103], [-3.479, 2.080, 2.449], [-0.449, 2.569, 1.492], [-2.007, 3.389, 1.624], [-0.609, 3.755, -0.555], [-2.322, 3.361, -0.753], [-1.036, 2.962, -2.805], [-1.078, 2.230, -5.083], [-0.776, 0.443, -6.774], [-0.211, -1.851, -6.036], [0.126, -2.354, -3.638], [0.920, -3.902, 1.112], [-0.826, -3.768, -0.435], [-2.867, -2.220, -1.383], [-3.519, 0.167, -1.247], [1.326, 0.377, 0.878], [2.522, -0.061, 2.511], [3.122, -1.298, 2.706], [3.987, -1.474, 3.775], [4.242, -0.423, 4.645], [3.640, 0.810, 4.445], [2.778, 1.003, 3.372], [2.631, 0.224, -0.705], [3.004, -1.017, -1.212], [3.898, -1.082, -2.271], [4.410, 0.088, -2.820], [4.038, 1.323, -2.310], [3.144, 1.398, -1.247], [2.946, -2.120, 2.031], [4.463, -2.434, 3.926], [4.921, -0.565, 5.475], [3.844, 1.631, 5.120], [2.328, 1.973, 3.207], [2.620, -1.931, -0.776], [4.199, -2.044, -2.664], [5.109, 0.034, -3.643], [4.450, 2.231, -2.730], [2.869, 2.361, -0.837]]
}



{
  "formula": "C2H6N2S",
  "method": "ωB97M-V/def2-TZVPD",
  "lumo_ha": 0.0286,
  "charge": 0,
  "homo_ev": -8.38,
  "e_above_lowest_kj_mol": 7.0,
  "orbital_gap_ev": 9.2,
  "smiles": "CNC(N)=S",
  "species": ["C", "N", "C", "N", "S", "H", "H", "H", "H", "H", "H"],
  "positions_angstrom": [[1.510, -0.682, -0.011], [0.427, 0.258, -0.184], [-0.897, -0.027, -0.157], [-1.626, 1.138, -0.099], [-1.481, -1.516, -0.061], [1.399, -1.224, 0.929], [1.469, -1.427, -0.810], [2.450, -0.154, -0.048], [0.821, 1.187, -0.212], [-1.421, 1.491, 0.852], [-2.650, 0.956, -0.198]]
}



{
  "formula": "C22H27N2O4",
  "method": "ωB97M-V/def2-TZVPD",
  "lumo_ha": -0.1771,
  "charge": 1,
  "homo_ev": -11.31,
  "orbital_gap_ev": 6.5,
  "species": ["C", "C", "C", "C", "O", "C", "C", "C", "C", "C", "C", "C", "C", "O", "C", "C", "C", "C", "C", "H", "H", "H", "H", "H", "H", "H", "H", "H", "H", "H", "H", "H", "H", "H", "C", "C", "C", "C", "O", "C", "N", "N", "O", "H", "H", "H", "H", "H", "H", "H", "H", "H", "H", "H", "H"],
  "positions_angstrom": [[-6.598, 3.051, -0.453], [-5.819, 1.763, -0.751], [-4.387, 2.168, -0.558], [-4.391, 3.543, -0.210], [-5.623, 4.112, -0.148], [-3.211, 4.226, 0.115], [-2.032, 3.527, 0.105], [-1.951, 2.176, -0.406], [-0.715, 1.541, -0.693], [0.528, 2.227, -0.802], [1.742, 1.536, -0.501], [2.942, 2.219, -0.480], [2.967, 3.601, -0.798], [4.194, 4.181, -0.729], [5.143, 3.121, -0.339], [4.357, 1.812, -0.190], [1.807, 4.293, -1.173], [0.625, 3.601, -1.226], [-3.185, 1.489, -0.644], [-7.206, 3.380, -1.303], [-7.258, 2.947, 0.416], [-6.113, 0.970, -0.054], [-6.005, 1.425, -1.778], [-3.277, 5.279, 0.380], [-1.126, 4.027, 0.441], [-0.715, 0.488, -0.965], [1.706, 0.481, -0.231], [5.915, 3.064, -1.115], [5.624, 3.427, 0.597], [4.461, 1.410, 0.825], [4.716, 1.069, -0.913], [1.886, 5.346, -1.423], [-0.267, 4.122, -1.566], [-3.168, 0.442, -0.952], [1.800, -5.748, -0.331], [1.737, -5.188, 1.070], [0.592, -5.801, 1.847], [3.045, -5.432, 1.799], [1.615, -3.708, 1.060], [0.543, -3.192, 0.406], [0.438, -1.864, 0.695], [-0.570, -1.139, 0.032], [-0.256, -3.791, -0.302], [2.624, -5.296, -0.892], [1.978, -6.828, -0.285], [0.859, -5.578, -0.860], [0.514, -5.337, 2.837], [-0.356, -5.689, 1.314], [0.784, -6.870, 1.988], [3.003, -5.007, 2.809], [3.232, -6.511, 1.885], [3.884, -4.979, 1.256], [1.216, -1.385, 1.122], [-0.953, -1.801, -0.655], [-1.295, -0.916, 0.724]]
}